(1)
The following is a DFT calculation (ωB97M-V/def2-TZVPD) of C24H43N2P3SeTl as an isolated structure.

Relative energy (zero: lowest compared OMol25 entry of this formula, charge and spin) = 1.82 kcal/mol
Largest force on an atom = 0.0401 Eh/bohr
HOMO-LUMO gap = 6.4 eV
Net charge = +3

Last column: Mulliken charge in e.
Cartesian coordinates (Å):
Tl1 -2.98443 0.21460 1.84390  0.566
P1 1.38816 0.06894 -1.26326  1.057
P2 -1.81529 3.15651 -0.00266  0.579
P3 -0.21261 -0.39286 -2.71323  1.120
H1 -0.75323 -3.01085 0.97960  0.216
C1 -0.13960 -3.58765 0.27853  -0.576
C2 1.20145 -3.57737 0.31429  -0.765
H2 1.75833 -3.00373 1.06390  0.365
C3 0.83710 -0.17360 0.43640  0.061
C4 1.92524 1.77127 -1.49573  -1.055
C5 2.75729 -1.05828 -1.57851  -1.248
C6 -3.46068 3.80960 0.50239  -1.057
C7 -0.86364 3.60922 1.51005  -1.137
C8 -1.29870 4.54275 -1.09180  -1.392
C9 -0.31897 -2.17774 -2.93380  -0.966
C10 0.25356 0.36209 -4.28480  -1.358
C11 -1.80085 0.26737 -2.19438  -0.419
H3 -0.69042 -4.25260 -0.39684  0.530
H4 1.79987 -4.22368 -0.33919  0.382
H5 0.50035 -1.20755 0.59758  -0.436
H6 0.03088 0.52360 0.70144  -0.222
H7 1.68997 0.01338 1.10307  0.544
H8 1.14581 2.48293 -1.18481  0.010
H9 2.18775 1.95982 -2.54563  0.478
H10 2.81905 1.92593 -0.87509  0.505
H11 2.54549 -2.05327 -1.16342  0.203
H12 3.64638 -0.64320 -1.08357  0.487
H13 2.95862 -1.14115 -2.65490  0.447
H14 -3.46642 4.90415 0.40602  0.424
H15 -3.69476 3.52889 1.53845  0.331
H16 -4.22466 3.37671 -0.15704  0.328
H17 -0.77661 4.70234 1.58426  0.469
H18 0.14463 3.17570 1.44852  0.273
H19 -1.35686 3.22414 2.41468  0.340
H20 -1.56741 5.49858 -0.62182  0.469
H21 -1.81944 4.45136 -2.05479  0.409
H22 -0.21610 4.50575 -1.27292  0.337
H23 -1.27845 -2.39427 -3.42472  0.486
H24 -0.27129 -2.71871 -1.97876  -0.005
H25 0.49537 -2.52340 -3.58515  0.445
H26 -0.64942 0.41032 -4.90850  0.466
H27 1.00739 -0.25596 -4.79061  0.435
H28 0.64885 1.37682 -4.14711  0.417
H29 -2.43551 0.37604 -3.08656  0.537
H30 -1.70308 1.25951 -1.72174  -0.257
H31 -2.31393 -0.40034 -1.48666  -0.320
C12 -5.22298 -1.73167 0.34049  -0.168
C13 -4.39541 -2.70501 -0.26860  0.039
C14 -4.53346 -4.05125 0.06448  -0.493
C15 -5.53131 -4.46226 0.96321  -0.525
C16 -6.39262 -3.50637 1.52878  -0.492
C17 -6.24953 -2.15695 1.21836  -0.359
Se1 -4.91842 0.09335 0.07974  -0.235
H32 -1.25103 0.35559 3.46977  -0.263
H33 -3.63581 -2.37969 -0.98253  0.340
H34 -3.86083 -4.78478 -0.38505  0.394
H35 -5.64053 -5.51786 1.21751  0.407
H36 -7.18116 -3.82030 2.21496  0.402
H37 -6.90081 -1.39956 1.65736  0.429
N1 1.80141 0.57821 4.22081  0.033
C18 0.66267 1.17993 3.86039  -0.401
N2 -0.27965 0.22409 3.77730  0.322
C19 0.28083 -1.03392 4.04861  0.626
C20 -0.23067 -2.30828 3.82662  -0.775
C21 0.67959 -3.37218 3.92596  -0.688
C22 2.03592 -3.14279 4.22549  -0.573
C23 2.52651 -1.84063 4.41849  -0.962
C24 1.60497 -0.80571 4.32909  0.714
H38 2.68990 1.04850 4.37562  0.257
H39 0.50164 2.24893 3.77768  0.487
H40 -1.28996 -2.42762 3.58256  0.586
H41 0.34100 -4.39584 3.75717  0.490
H42 2.70804 -3.99987 4.30404  0.442
H43 3.57141 -1.60779 4.62758  0.463

=====

(2)
The following is a DFT calculation (ωB97M-V/def2-TZVPD) of C24H44BNO48S10 as an isolated structure.

Relative energy (zero: lowest compared OMol25 entry of this formula, charge and spin) = 199.00 kcal/mol
Largest force on an atom = 0.0883 Eh/bohr
HOMO-LUMO gap = 6.9 eV
Net charge = 0

Last column: Mulliken charge in e.
Cartesian coordinates (Å):
N1 -2.02081 -4.77256 5.66698  -0.505
H1 -2.52775 -4.81234 6.53964  0.376
H2 -1.62659 -3.84267 5.66638  0.372
H3 -2.66532 -4.98121 4.91787  0.377
H4 -1.25696 -5.42523 5.77023  0.379
O1 -3.80852 -1.70099 10.09401  -0.717
C1 -4.68881 -1.17517 10.77909  0.629
O2 -4.43524 -0.25325 11.68366  -0.470
B1 -5.65311 0.20987 12.33802  0.937
O3 -6.75933 -0.55581 11.65417  -0.406
C2 -6.25395 -1.41676 10.84229  0.657
O4 -6.95436 -2.19383 10.16022  -0.713
O5 -5.75754 1.63030 12.14719  -0.501
C3 -6.06510 2.25132 13.30624  0.614
O6 -6.21974 3.43864 13.52955  -0.626
C4 -5.90866 1.25376 14.38638  0.592
O7 -5.65442 0.04843 13.79461  -0.368
O8 -6.10533 1.53105 15.56166  -0.633
C5 -1.77470 8.46382 11.14572  -0.226
C6 -2.99553 7.56604 11.56117  -0.312
O9 -3.46767 6.90517 10.45265  -0.271
S1 -2.25813 6.70510 9.33032  1.073
O10 -2.72372 6.66371 7.94247  -0.508
O11 -1.31702 5.67788 9.78842  -0.523
O12 -1.66304 8.24298 9.66739  -0.363
H5 -0.91185 8.02624 11.64783  0.247
H6 -1.72673 9.52524 11.38900  0.341
H7 -3.81582 8.14873 11.98033  0.242
H8 -2.87437 6.78667 12.31351  0.299
C7 -8.48233 -4.78018 16.12141  -0.240
C8 -8.34859 -5.18284 14.62208  -0.302
O13 -9.24863 -6.19727 14.45303  -0.328
S2 -9.44738 -7.18394 15.79564  1.025
O14 -8.76811 -8.48662 15.52610  -0.503
O15 -10.80052 -7.16305 16.25525  -0.482
O16 -8.53319 -6.07180 16.75698  -0.346
H9 -9.33420 -4.12812 16.31442  0.250
H10 -7.57034 -4.24312 16.38207  0.325
H11 -7.32776 -5.52997 14.46239  0.268
H12 -8.69552 -4.38991 13.95951  0.335
C9 1.27580 0.08819 9.32073  -0.313
C10 1.28468 -0.31301 10.79248  -0.200
O17 1.41461 -1.73177 10.70080  -0.335
S3 2.25888 -2.27293 9.33872  1.070
O18 1.47458 -3.27614 8.64075  -0.524
O19 3.61364 -2.56510 9.74711  -0.500
O20 2.06246 -0.81920 8.56102  -0.332
H13 1.80245 1.04170 9.28132  0.278
H14 0.31847 0.27517 8.83425  0.285
H15 0.29684 -0.13344 11.21678  0.289
H16 2.09466 0.24191 11.26586  0.282
C11 -3.12717 -0.88009 20.51864  -0.301
C12 -3.77420 -1.47155 19.38036  -0.263
O21 -3.24437 -2.75538 19.44491  -0.250
S4 -3.40363 -3.41185 20.99199  1.052
O22 -2.21984 -4.15092 21.43425  -0.499
O23 -4.73222 -4.04952 21.10192  -0.506
O24 -3.33288 -1.87835 21.57855  -0.341
H17 -3.60211 0.04235 20.85274  0.319
H18 -2.08277 -0.64065 20.31858  0.258
H19 -3.30442 -0.97293 18.53256  0.234
H20 -4.85273 -1.55405 19.24588  0.291
C13 -14.65637 -2.04887 14.44045  -0.336
C14 -13.82194 -1.91105 15.71631  -0.336
O25 -12.46700 -1.58420 15.21198  -0.303
S5 -12.58034 -0.82647 13.78237  1.052
O26 -11.90863 -1.68474 12.83996  -0.547
O27 -12.10634 0.56487 13.85245  -0.490
O28 -14.16127 -1.01631 13.67079  -0.275
H21 -15.70799 -2.02583 14.72622  0.334
H22 -14.51481 -3.03684 14.00231  0.284
H23 -13.84423 -2.78267 16.37044  0.351
H24 -14.28979 -1.08832 16.25699  0.267
C15 -10.10620 -2.76666 5.45837  -0.280
C16 -11.07817 -1.83950 6.19414  -0.251
O29 -11.51191 -0.97754 5.10740  -0.301
S6 -11.49513 -1.75245 3.64110  1.072
O30 -10.67217 -0.95287 2.69643  -0.520
O31 -12.83336 -2.23634 3.21195  -0.520
O32 -10.70723 -3.04836 4.25300  -0.303
H25 -9.98532 -3.64349 6.09449  0.296
H26 -9.08885 -2.41078 5.29571  0.300
H27 -10.57377 -1.17645 6.89701  0.239
H28 -12.01760 -2.22557 6.58977  0.268
C17 -10.93680 4.74759 17.32194  -0.321
C18 -12.12242 5.32102 16.45874  -0.238
O33 -13.27157 4.94497 17.13156  -0.345
S7 -12.98342 4.41323 18.73185  1.053
O34 -12.94281 2.93114 18.80252  -0.513
O35 -13.94318 5.10444 19.60515  -0.495
O36 -11.44551 5.00401 18.61216  -0.281
H29 -9.98638 5.23308 17.10037  0.300
H30 -10.77867 3.67543 17.20548  0.287
H31 -12.21111 5.02012 15.41485  0.299
H32 -12.08002 6.41006 16.47550  0.252
C19 -9.07381 4.53839 9.41418  -0.202
C20 -9.55703 3.24366 8.79312  -0.486
O37 -9.19462 3.29942 7.45336  -0.291
S8 -9.62665 4.78034 6.91282  1.093
O38 -11.04156 4.80157 6.53289  -0.538
O39 -8.66506 5.36996 6.00931  -0.513
O40 -9.51863 5.46047 8.44707  -0.341
H33 -7.98678 4.58844 9.47724  0.307
H34 -9.62876 4.62210 10.34858  0.282
H35 -10.64675 3.22199 8.78101  0.332
H36 -9.08249 2.40437 9.30156  0.356
C21 -1.78114 -4.30709 15.21093  -0.199
C22 -0.65954 -4.65391 16.21100  -0.247
O41 -1.20488 -5.69849 17.06866  -0.376
S9 -2.44312 -6.54458 16.33466  1.098
O42 -3.40899 -7.02730 17.35517  -0.475
O43 -1.80364 -7.52201 15.41287  -0.555
O44 -2.89044 -5.13116 15.59033  -0.260
H37 -1.55416 -4.57493 14.17902  0.266
H38 -1.98140 -3.23942 15.30083  0.255
H39 -0.33775 -3.93521 16.96467  0.276
H40 0.25801 -5.02661 15.75568  0.224
C23 -5.65713 9.63022 17.78720  -0.318
C24 -5.75837 8.20737 18.36248  -0.155
O45 -6.50168 8.40424 19.52637  -0.342
S10 -7.54742 9.70293 19.49558  1.104
O46 -7.33701 10.56365 20.64837  -0.517
O47 -8.87174 9.22213 19.10668  -0.489
O48 -6.83544 10.35391 18.16063  -0.329
H41 -5.52844 9.79716 16.71778  0.284
H42 -4.91278 10.16311 18.37887  0.265
H43 -4.78576 7.84450 18.69481  0.242
H44 -6.18373 7.44294 17.71224  0.256